A 3-piece molecular cluster, C16H22BFO overall. Source: OMol25; level of theory: ωB97M-V/def2-TZVPD.

```
41
Properties=species:S:1:pos:R:3:forces:R:3
H -3.20540 -5.07688 -4.33023 0.0002 0.0018 0.0078
C 1.22450 4.33338 2.29336 0.0337 -0.0179 0.0001
H -1.31184 -0.34026 0.86115 -0.1891 -0.3679 0.0403
H -0.45644 -1.59450 -0.91890 0.0530 -0.1174 -0.1367
C -0.84101 5.41880 2.87053 -0.0050 -0.0063 0.0010
H 0.11466 -1.27247 1.36926 -0.0771 -0.0705 0.3183
H 0.83144 7.18913 0.51871 -0.0061 -0.0077 -0.0021
C 2.35157 0.03933 -1.18264 0.6040 -0.3519 0.1513
C 1.50454 5.34648 1.38708 -0.0020 -0.0005 -0.0064
H 2.41893 5.31793 0.80785 -0.0006 0.0040 0.0098
C -3.03466 -6.25371 -2.54511 -0.0031 -0.0050 0.0048
H -0.23031 0.07525 -1.33005 0.2808 0.3065 -0.0186
C -1.29699 -5.60004 -1.01784 -0.0092 0.0011 0.0180
C 0.11827 -0.70576 -0.65087 -0.4974 -0.6729 0.2736
C 0.61172 6.39685 1.22304 -0.0043 -0.0041 -0.0143
H 1.84702 1.00430 -1.24513 -0.2000 0.0211 0.0929
H 1.05940 0.68577 2.13690 -0.0382 0.3019 0.2793
H -0.46396 1.54732 1.73768 0.0088 0.0639 0.2837
B 3.51453 0.02480 -0.10370 -1.3445 0.3660 -0.0908
C -0.22835 -0.41244 0.80576 0.1934 0.8729 -0.6467
C -2.67154 -5.22192 -3.39952 -0.0149 0.0073 -0.0106
H -1.75584 5.44693 3.44882 0.0055 0.0023 -0.0024
H -2.63443 -7.24396 -0.68474 0.0079 -0.0019 -0.0079
H -3.85245 -6.91251 -2.80843 0.0027 0.0057 0.0007
C -0.56272 6.43053 1.96165 -0.0057 0.0149 0.0016
H 3.31855 0.11430 1.06541 0.0992 -0.1211 0.1469
H -0.16165 3.58290 3.74842 0.0031 -0.0004 -0.0077
C -1.62470 -4.37577 -3.06080 -0.0008 0.0031 -0.0034
H -0.11634 -3.90846 -1.60842 0.0126 -0.0184 -0.0111
F 4.73477 -0.07147 -0.54822 1.2059 -0.0959 -0.1396
H -1.26187 7.24651 1.82944 0.0080 -0.0005 0.0070
C 0.05378 4.37113 3.03798 -0.0120 -0.0041 0.0018
H 0.86324 1.50157 0.61705 -0.0118 0.0329 -0.1889
H -0.75798 -5.74979 -0.09085 -0.0050 0.0065 -0.0038
H 2.80014 -0.13608 -2.16476 -0.1512 -0.0998 -0.1572
O 1.47735 -1.05128 -0.86326 -0.2038 0.5380 -0.1136
H 1.92010 3.51304 2.41993 -0.0064 0.0049 0.0085
C 0.33338 0.91639 1.36197 0.2285 -0.6085 -0.0983
C -2.34901 -6.44123 -1.35280 0.0005 -0.0076 -0.0041
C -0.93605 -4.56626 -1.87083 0.0329 0.0347 0.0161
H -1.34431 -3.56785 -3.72491 0.0074 -0.0089 0.0008
```
Forces are in eV/Å.

The total energy comes out at -822.82959 Ha. The molecular weight comes out at 260.16 g mol⁻¹. Its SMILES is c1ccccc1.c1ccccc1.CCCOCBF. The calculation puts the HOMO-LUMO gap at 10.04 eV.

These are the natural (NBO) partial charges, in e, on atoms 1 to 6:
1. H 0.21
2. C -0.22
3. H 0.21
4. H 0.18
5. C -0.22
6. H 0.21

C2H9N2P as an isolated structure. Source: OMol25; level of theory: ωB97M-V/def2-TZVPD.

```
14
Properties=species:S:1:pos:R:3:forces:R:3
H -1.01567 -1.59670 -1.99480 1.7591 1.5847 0.2049
H 0.71591 -0.53833 -1.89197 -2.4212 -0.5372 0.2413
C -0.42851 -0.63869 -1.64857 1.5423 -3.3021 -0.2019
H 1.07810 0.77746 2.10906 0.0110 0.0779 0.5827
H -0.98161 0.15309 -2.05015 -0.5684 1.5699 -0.2567
P -1.90757 -1.48912 0.35246 -1.0610 -0.4565 -0.1130
C 0.11705 0.52865 1.68910 0.1575 -0.5115 -0.5574
H -0.47523 -0.16452 2.23678 -0.1545 -0.2454 1.3413
N 0.40720 -0.05347 0.41873 0.4018 1.1143 -1.6236
H -0.47651 1.43566 1.52888 -0.0366 0.0593 -0.0143
N -0.53635 -0.67363 -0.17294 0.2473 0.4432 0.3607
H -1.73076 -1.40106 1.74865 0.1332 0.2187 0.0233
H 2.92479 2.01656 -1.32393 -1.1258 -0.6650 0.5756
H 2.30916 1.64409 -1.00131 1.1151 0.6496 -0.5628
```
Forces are in eV/Å.

The total energy comes out at -532.30762 Ha. The molecular weight comes out at 92.08 g mol⁻¹. As for the relative energy (zero: lowest compared OMol25 entry of this formula, charge and spin): 86.7 kcal per mole. The calculation puts the HOMO-LUMO gap (spin up / spin down) at 7.76 / 7.64 eV.

These are the natural (NBO) partial charges, in e, on atoms 1 to 6:
1. H 0.22
2. H 0.24
3. C -0.42
4. H 0.22
5. H 0.21
6. P 0.23

C6H10O2 as an isolated structure. Source: OMol25; level of theory: ωB97M-V/def2-TZVPD.

```
18
Properties=species:S:1:pos:R:3:forces:R:3
H -1.71796 0.91978 -0.18962 -2.8361 -2.0697 0.3284
O 1.43698 -1.16018 -0.68502 1.2818 1.3879 1.7054
H -2.98136 -0.51031 0.50046 0.6548 0.3743 -0.6720
C 1.09840 0.91892 -0.37117 1.0884 0.1118 -2.0851
C -0.70282 -0.75370 0.07510 -0.7874 -0.3239 -4.1056
H -0.11447 0.06854 1.85231 -0.2023 1.9135 1.0551
C 1.50826 -0.26295 0.58133 4.5619 1.6389 -3.6827
C 0.37132 -0.24626 -1.06832 1.0217 -1.6735 -0.4605
H 0.39539 -0.39916 -2.18852 -1.4157 0.7131 1.1454
H -2.30810 -0.39994 -1.39399 -0.1790 0.0504 3.3226
H 0.63046 -1.34383 1.91150 -1.4596 -1.3103 -0.7589
O 0.05390 1.76249 0.16822 2.6480 6.0147 -1.0949
H -0.73776 -1.75467 -0.14830 -0.0776 -2.6135 -0.6741
H 2.60301 -0.24863 1.06391 -2.8812 -0.2892 -0.6283
H 0.27095 2.89771 -0.00537 -0.7780 -5.4245 0.7958
C 0.26945 -0.61506 1.15913 -0.7205 -0.9241 5.6070
C -2.16181 -0.21894 -0.18940 3.2716 3.2013 -2.0559
H 2.08615 1.34620 -1.07225 -3.1909 -0.7773 2.2582
```
Forces are in eV/Å.

The total energy comes out at -384.87865 Ha. The molecular weight comes out at 114.14 g mol⁻¹. As for the relative energy (zero: lowest compared OMol25 entry of this formula, charge and spin): 140.4 kcal per mole. The calculation puts the HOMO-LUMO gap at 9.86 eV.

These are the natural (NBO) partial charges, in e, on atoms 1 to 6:
1. H 0.25
2. O -0.55
3. H 0.23
4. C 0.05
5. C -0.21
6. H 0.23